Entry 1:
A structure of composition C3H10N2O at a distorted geometry, computed with wB97M-V/def2-TZVPD.

Calculated values
ΔE to the lowest compared entry with this formula, charge and spin in kJ/mol: 1074.3
HOMO in eV: -7.784
E_tot in Eh: -304.6655

```
! RIJCOSX wB97M-V def2-TZVPD def2/J DEFGRID3
* xyz 0 1
N -3.1443 -0.4293 -0.2645
C 0.2781 -0.0062 1.1650
C -0.3717 0.3545 -0.2106
O -1.4714 1.2054 0.0798
C 1.6139 0.0625 1.2816
N 3.0904 -0.2094 -0.9665
H -3.7689 -0.3036 -1.0208
H -2.4494 0.6798 -0.1214
H -0.5674 -0.3136 1.7366
H -0.8783 -0.5608 -0.5656
H 0.3790 0.7200 -0.9428
H -3.5306 -0.9059 0.4885
H 2.1501 -0.0824 0.2022
H 2.1396 0.2970 2.1522
H 3.8435 0.2246 -1.3199
H 2.6872 -0.7327 -1.6937
*
```

Atomic partial charges in e from the Mulliken method, atoms 1 to 6:
1. N -0.66
2. C 0.05
3. C -0.36
4. O -0.61
5. C -0.60
6. N -0.57


Entry 2:
The molecule C3H9N3O2, computed with wB97M-V/def2-TZVPD.

Calculated values
ΔE to the lowest compared entry with this formula, charge and spin in kJ/mol: 694.7
HOMO in eV: -7.909
E_tot in Eh: -434.2616

```
! RIJCOSX wB97M-V def2-TZVPD def2/J DEFGRID3
* xyz 0 1
C 1.2516 -0.4249 -1.2821
C 0.7788 0.5773 -0.2433
N -1.4272 1.9535 -0.4603
O -0.9088 0.6754 -0.7403
O 1.2765 1.6966 -0.1358
H -1.8000 1.9112 0.4916
H -0.6079 2.5711 -0.4123
H 2.2841 -0.7094 -1.0693
H 1.1991 0.0697 -2.2512
H 0.6273 -1.3180 -1.3246
N -1.2495 -1.6387 0.7895
C 0.4805 -0.2071 1.2058
N -0.8990 -0.4568 1.1298
H -2.2261 -1.7737 0.5655
H -0.5768 -2.3335 0.4668
H 1.1066 -1.1017 1.2787
H 0.6906 0.5089 1.9915
*
```

Atomic partial charges in e from the Mulliken method, atoms 1 to 6:
1. C -1.32
2. C 1.27
3. N -0.46
4. O -0.40
5. O -0.75
6. H 0.23


Entry 3:
A cluster of 2 separate species, C3H7O3 in total at a distorted geometry, computed with wB97M-V/def2-TZVPD.

Calculated values
ΔE to the lowest compared entry with this formula, charge and spin in kJ/mol: 146.7
HOMO in eV: -3.976
E_tot in Eh: -344.2543

```
! RIJCOSX wB97M-V def2-TZVPD def2/J DEFGRID3
* xyz -1 1
C 1.0438 -2.1863 0.0553
C 1.0389 -1.1566 -1.1473
O 1.5100 -1.6500 -2.1878
O 0.3342 -0.1379 -0.9866
H 2.0033 -2.6715 -0.0259
H 0.2915 -2.9959 -0.3265
H 0.9226 -1.7623 1.0567
C -0.9747 2.1391 0.2496
O -1.3475 2.3189 1.6360
H -2.0686 1.7267 1.8850
H 0.0045 2.6070 0.1580
H -1.7357 2.6725 -0.3895
H -1.0223 1.0962 0.0230
*
```

Atomic partial charges in e from the Mulliken method, atoms 1 to 6:
1. C -0.78
2. C 0.41
3. O -0.72
4. O -0.62
5. H 0.27
6. H 0.15


Entry 4:
A structure of composition C35H23Cl3N7O3STi at a distorted geometry, computed with wB97M-V/def2-TZVPD.

Calculated values
⟨S²⟩: 0.756
ΔE to the lowest compared entry with this formula, charge and spin in kJ/mol: 0.0
HOMO (alpha / beta) in eV: -7.656 / -7.749
E_tot in Eh: -4584.7700

```
! RIJCOSX wB97M-V def2-TZVPD def2/J DEFGRID3
* xyz 0 2
Ti 10.4116 11.8220 11.1138
O 12.8000 7.6365 5.9493
C 13.2547 8.7733 6.1255
O 13.8445 9.5280 5.3577
C 12.8342 9.3598 7.5569
C 11.8921 8.7607 8.3646
C 11.2532 9.4701 9.3938
N 11.4925 10.7967 9.5636
C 12.4362 11.3824 8.8266
C 13.1508 10.6788 7.8445
C 12.5485 12.8480 8.9608
C 13.3062 13.7058 8.1698
C 13.2190 15.0911 8.1906
C 12.4417 15.5778 9.2741
C 11.6901 14.6592 10.0110
N 11.6973 13.3376 9.9155
C 10.1294 8.9386 10.1991
C 9.7580 7.5655 10.1370
C 8.6961 7.1084 10.8698
C 8.0027 8.0030 11.7004
C 8.3665 9.3269 11.6544
N 9.3798 9.7908 10.9181
H 11.6079 7.7507 8.1656
H 13.8196 11.1845 7.2261
H 14.0343 13.2729 7.4442
H 13.6744 15.8122 7.5351
H 12.1017 16.6045 9.4623
H 11.1132 15.0425 10.7853
H 10.2633 6.8817 9.5176
H 8.3989 6.0769 10.8833
H 7.0957 7.7524 12.2310
H 7.9217 10.0233 12.3627
O 8.9415 12.4904 9.8753
N 7.7797 12.9813 10.4417
C 6.7077 12.8845 9.6481
C 5.5615 13.5622 9.9477
C 5.4847 14.1743 11.2446
C 6.5744 14.0939 12.0289
C 7.7822 13.4767 11.6714
S 9.2136 13.2528 12.6468
H 6.9588 12.3284 8.7209
H 4.7798 13.6956 9.2037
H 4.6735 14.7558 11.6149
H 6.7299 14.5193 13.0058
C 8.0827 13.5309 17.8252
C 9.3381 13.0169 18.0961
C 9.8827 12.0640 17.1947
C 9.1243 11.5780 16.1421
C 7.8601 12.1313 15.9247
C 7.3346 13.0418 16.7899
N 9.5943 10.6091 15.2100
N 10.5283 9.9150 15.6575
C 11.2666 9.0470 14.7687
C 11.6657 7.8475 15.2936
C 12.4609 7.0278 14.5036
C 12.9123 7.4242 13.2819
C 12.5321 8.6558 12.8106
C 11.6781 9.4600 13.5050
H 7.6661 14.3134 18.4608
H 9.8037 13.4851 18.9423
H 10.8638 11.7282 17.3454
H 7.3385 11.8046 15.0288
H 6.3739 13.4989 16.5588
H 11.3155 7.5649 16.3149
H 12.7315 6.0423 14.9016
H 13.5813 6.7374 12.7092
H 12.9497 8.9065 11.8328
Cl 12.8769 14.1859 13.9806
C 12.9170 12.4655 13.5390
Cl 14.4693 12.2567 12.4888
Cl 13.1455 11.6333 15.1052
C 11.8156 11.9133 12.6697
N 11.2554 10.7608 12.8070
*
```

Atomic partial charges in e from the Mulliken method, atoms 1 to 6:
1. Ti -0.65
2. O -0.71
3. C 0.38
4. O -0.70
5. C -0.69
6. C -1.10


Entry 5:
A structure of composition C32H31N10NaO5S4 at a distorted geometry, computed with wB97M-V/def2-TZVPD.

Calculated values
ΔE to the lowest compared entry with this formula, charge and spin in kJ/mol: 0.0
HOMO in eV: -2.729
E_tot in Eh: -3916.8315

```
! RIJCOSX wB97M-V def2-TZVPD def2/J DEFGRID3
* xyz -2 1
Na -0.1745 -0.7639 0.4375
N 0.6507 7.7293 0.8205
C 0.5837 6.5491 1.4690
C -0.5528 6.2217 2.2129
C -0.7834 4.9654 2.6519
C 0.1569 4.0195 2.2855
C 1.4174 4.3217 1.7960
C 1.6501 5.6172 1.3737
S -0.2981 2.2850 2.3392
O -1.6381 2.2624 2.9374
O 0.7930 1.5172 2.8952
N -0.2735 1.5849 0.8254
C -1.1527 1.9422 -0.1575
N -2.0007 3.0420 -0.1812
C -2.8266 3.2800 -1.1943
C -2.8471 2.4630 -2.3511
C -2.0098 1.3219 -2.2504
N -1.1705 1.1384 -1.2395
H -0.2467 8.1249 0.5362
H 1.3236 7.7986 0.1078
H -1.2982 7.0432 2.3486
H -1.6422 4.7199 3.3204
H 2.1567 3.5388 1.7453
H 2.5508 5.8521 0.7683
H -3.3838 4.1901 -1.0741
H -3.6549 2.5061 -3.0243
H -1.9095 0.5508 -3.0095
C 1.6592 -4.1458 2.9050
S 2.8560 -2.7218 3.1136
O 3.3363 -2.6654 4.5425
C 4.1902 -3.4232 2.1206
C 5.4222 -3.8679 2.6258
C 6.3163 -4.4016 1.7248
C 6.0847 -4.2138 0.3431
C 4.9893 -3.5420 -0.1399
C 3.9742 -3.2651 0.7610
H 0.7043 -3.7090 3.2050
H 1.9182 -5.0427 3.5272
H 1.5998 -4.3250 1.8377
H 5.5992 -3.8918 3.6872
H 7.2484 -4.8594 2.1174
H 6.6954 -4.6705 -0.4255
H 4.9387 -3.1677 -1.1721
H 3.0354 -2.8752 0.3603
N -1.3623 -1.9029 1.7783
C -1.9413 -1.8684 2.7934
N -2.4707 -1.9725 3.9942
C -3.8754 -2.1856 4.3224
C -4.3881 -1.0129 5.1867
C -3.5808 -0.9857 6.5036
C -2.0550 -0.9327 6.2013
C -1.5859 -2.0150 5.1972
H -3.8681 -3.0970 4.8535
H -4.5159 -2.1771 3.4254
H -5.4937 -0.9370 5.2777
H -4.1763 -0.1087 4.5719
H -3.9282 -1.9391 7.0064
H -3.9332 -0.1087 7.0770
H -1.4896 -1.0082 7.1263
H -1.7984 0.1287 5.8453
H -1.6628 -3.0095 5.5808
H -0.5420 -1.7661 4.9647
O -2.5019 -0.5870 -5.2738
S -1.5540 -1.1896 -6.2563
O -1.9231 -2.5262 -6.6912
N -0.0315 -1.1623 -5.7365
C 0.7010 -0.2187 -6.3992
S 2.3777 -0.0154 -6.2352
C -0.0559 0.4359 -7.4768
C 0.4630 1.3406 -8.4440
C -0.4415 1.6209 -9.5075
C -1.7662 1.2047 -9.5535
C -2.2266 0.3367 -8.5743
C -1.3399 -0.0242 -7.5817
H 1.4911 1.5752 -8.2619
H -0.1011 2.2269 -10.3442
H -2.2962 1.4687 -10.4655
H -3.2882 -0.0096 -8.5484
N 3.8217 -4.3616 -4.0027
C 2.8412 -3.9667 -3.4808
N 1.6966 -3.4781 -3.1384
C 1.5754 -2.7157 -2.1064
N 1.2387 -2.0902 -1.1501
*
```

Atomic partial charges in e from the Mulliken method, atoms 1 to 6:
1. Na 0.97
2. N -0.59
3. C 0.93
4. C -0.31
5. C -0.52
6. C -0.18


> What is the formula in the second record?

C3H9N3O2